(1)
Molecular formula: C6H13N2
Method: DFT, ωB97M-V with the def2-TZVPD basis set

HOMO (alpha / beta): -13.39 / -13.39 eV
E_LUMO (alpha / beta): -0.1739 / -0.1739 Eh

```
! RIJCOSX wB97M-V def2-TZVPD def2/J DEFGRID3
* xyz 1 1
C -1.360 -0.647 -1.680
C -0.945 -1.233 0.638
C 0.111 0.033 0.433
C -0.006 0.981 1.720
C 1.548 -0.551 0.530
C 0.479 1.398 -1.458
N -0.406 0.745 -0.608
N -1.588 -1.426 -0.709
H -1.340 -0.588 -2.754
H -0.350 -2.173 0.896
H -1.719 -0.843 1.295
H 0.673 1.840 1.554
H 0.288 0.455 2.592
H -1.036 1.400 1.980
H 1.830 -1.083 -0.496
H 1.682 -1.288 1.435
H 2.198 0.253 0.629
H 1.307 0.837 -1.969
H -0.148 1.803 -2.137
H 0.984 2.299 -1.006
H -2.202 -2.209 -0.886
*
```


(2)
Molecular formula: C30H37N4PS4Sr
Method: DFT, ωB97M-V with the def2-TZVPD basis set

HOMO: -6.23 eV
E_LUMO: -0.0011 Eh

```
! RIJCOSX wB97M-V def2-TZVPD def2/J DEFGRID3
* xyz 0 1
Sr 0.798 0.003 -1.549
C 2.944 2.130 -2.284
C 3.827 1.233 -1.689
C 4.084 0.009 -2.294
C 3.459 -0.321 -3.495
C 2.576 0.573 -4.087
C 2.311 1.798 -3.476
H 2.727 3.073 -1.797
H 4.289 1.476 -0.743
H 4.760 -0.692 -1.819
H 3.650 -1.279 -3.962
H 2.050 0.302 -4.992
H 1.590 2.472 -3.921
S -0.459 -0.788 -3.949
C -1.971 -0.838 -3.033
C -2.798 -1.961 -3.224
C -4.088 -2.039 -2.734
C -4.605 -0.966 -2.017
C -3.793 0.125 -1.765
C -2.466 0.217 -2.221
S -1.548 1.678 -1.793
H -2.403 -2.767 -3.831
H -4.695 -2.913 -2.941
H -5.629 -0.974 -1.664
H -4.207 0.975 -1.234
C 0.649 -3.478 -1.775
C 1.901 -3.244 -0.982
C 2.890 -4.255 -0.903
C 4.025 -4.014 -0.195
C 4.190 -2.786 0.489
C 5.350 -2.514 1.247
C 5.449 -1.320 1.903
C 4.404 -0.383 1.839
C 3.246 -0.596 1.116
S 1.967 0.603 1.151
C 3.148 -1.835 0.392
N 2.045 -2.080 -0.381
H 0.479 -4.542 -1.936
H 0.685 -2.985 -2.752
H -0.218 -3.059 -1.257
H 2.735 -5.194 -1.417
H 4.809 -4.759 -0.131
H 6.137 -3.256 1.297
H 6.330 -1.091 2.489
H 4.492 0.547 2.387
C -2.507 -2.416 0.530
S -1.229 -1.203 0.906
C -0.219 -2.198 2.024
H -2.045 -3.317 0.127
H -3.167 -1.987 -0.220
H -3.075 -2.669 1.425
H -0.799 -2.495 2.897
H 0.633 -1.584 2.317
H 0.138 -3.082 1.497
C -2.332 2.226 3.684
N -2.133 1.710 2.283
C -3.311 2.133 1.411
N -3.505 3.544 1.464
C -3.647 3.990 2.843
N -2.498 3.639 3.680
C -1.278 4.354 3.260
P -0.755 4.021 1.498
C -0.837 2.192 1.700
C -2.444 4.262 0.750
H -1.459 1.931 4.266
H -3.228 1.744 4.081
H -2.081 0.678 2.248
H -4.181 1.604 1.804
H -3.067 1.808 0.397
H -4.539 3.529 3.274
H -3.774 5.072 2.856
H -0.459 4.077 3.928
H -1.452 5.423 3.395
H -0.037 1.869 2.371
H -0.727 1.626 0.778
H -2.415 3.909 -0.282
H -2.684 5.328 0.742
*
```


(3)
Molecular formula: C40H66F5NO29S6
Method: DFT, ωB97M-V with the def2-TZVPD basis set

SMILES: O=C1OC[C@@H](F)O1.O=C1OC[C@@H](F)O1.O=C1OC[C@@H](F)O1.O=C1OC[C@@H](F)O1.O=C1OC[C@@H](F)O1.C[N+](=O)[O-].O=S1(=O)CCCC1.O=S1(=O)CCCC1.O=S1(=O)CCCC1.O=S1(=O)CCCC1.O=S1(=O)CCCC1.O=S1(=O)CCCC1
HOMO: -10.13 eV
E_LUMO: 0.0035 Eh

```
! RIJCOSX wB97M-V def2-TZVPD def2/J DEFGRID3
* xyz 0 1
O 0.207 -5.142 -3.936
C 0.188 -4.693 -5.006
O 0.196 -5.375 -6.221
C 0.265 -4.423 -7.155
C -0.461 -3.307 -6.528
F -1.771 -3.606 -6.773
O -0.063 -3.452 -5.216
H 1.318 -4.244 -7.370
H -0.094 -4.784 -8.119
H -0.240 -2.353 -7.007
O 5.740 -8.244 0.091
C 6.837 -7.942 -0.379
O 7.275 -6.704 -0.435
C 8.622 -6.634 -0.810
C 8.863 -7.977 -1.495
F 9.954 -8.571 -1.078
O 7.797 -8.736 -0.901
H 8.916 -5.738 -1.356
H 9.269 -6.596 0.066
H 8.939 -7.831 -2.573
O 7.831 -10.109 -4.592
C 8.879 -10.647 -4.302
O 9.078 -11.876 -3.824
C 10.381 -11.825 -3.200
C 11.098 -10.856 -4.119
F 11.325 -11.361 -5.319
O 10.049 -9.974 -4.244
H 10.265 -11.348 -2.227
H 10.637 -12.878 -3.077
H 12.013 -10.509 -3.639
O 3.649 -6.176 -9.921
C 2.597 -6.746 -9.808
O 1.474 -6.269 -9.473
C 0.343 -7.080 -9.508
C 1.109 -8.345 -9.612
F 0.455 -9.112 -10.407
O 2.459 -8.075 -10.113
H -0.318 -6.871 -8.668
H -0.125 -6.829 -10.460
H 1.239 -8.902 -8.684
O 2.371 -2.706 -0.138
C 2.025 -3.825 -0.342
O 0.968 -4.426 0.270
C 0.495 -5.509 -0.452
C 1.953 -5.894 -0.870
F 2.052 -6.870 -1.786
O 2.558 -4.710 -1.198
H 0.031 -6.207 0.244
H -0.201 -5.409 -1.285
H 2.558 -6.252 -0.037
C 5.469 -11.598 -2.368
N 4.408 -12.601 -2.180
O 3.346 -12.232 -1.608
O 4.711 -13.617 -2.802
H 6.215 -11.819 -1.605
H 5.031 -10.620 -2.167
H 5.807 -11.610 -3.404
O 12.139 -7.355 -4.520
S 11.510 -6.096 -4.103
O 11.180 -5.870 -2.634
C 12.464 -4.752 -4.862
C 11.594 -4.180 -5.987
C 10.226 -4.835 -6.204
C 9.899 -5.910 -5.096
H 13.399 -5.212 -5.183
H 12.764 -4.161 -3.997
H 11.302 -3.153 -5.771
H 12.228 -4.263 -6.871
H 10.167 -5.349 -7.163
H 9.358 -4.195 -6.357
H 9.453 -6.888 -5.272
H 9.272 -5.517 -4.295
O 7.024 -6.545 -3.440
S 5.857 -7.116 -4.074
O 5.437 -8.406 -3.620
C 4.469 -5.910 -4.126
C 4.319 -5.579 -5.669
C 4.926 -6.651 -6.588
C 6.142 -7.161 -5.849
H 4.701 -5.098 -3.437
H 3.553 -6.390 -3.781
H 3.272 -5.450 -5.941
H 4.629 -4.559 -5.895
H 5.131 -6.276 -7.590
H 4.209 -7.456 -6.750
H 6.939 -6.418 -5.885
H 6.565 -8.141 -6.068
O 2.090 -1.624 -7.033
S 3.404 -1.363 -6.418
O 4.534 -2.272 -6.695
C 4.041 0.412 -6.855
C 4.034 1.066 -5.425
C 4.216 -0.009 -4.303
C 3.205 -1.071 -4.726
H 3.402 1.020 -7.495
H 5.006 0.054 -7.213
H 4.775 1.848 -5.259
H 3.097 1.613 -5.314
H 4.078 0.365 -3.289
H 5.180 -0.518 -4.337
H 2.233 -0.592 -4.604
H 3.179 -2.089 -4.338
O 7.813 -5.992 -8.628
S 7.862 -7.426 -8.970
O 6.948 -8.492 -8.548
C 8.239 -7.489 -10.828
C 9.516 -8.394 -11.028
C 10.466 -7.934 -9.841
C 9.569 -8.092 -8.592
H 8.523 -6.448 -10.981
H 7.256 -7.797 -11.185
H 9.345 -9.458 -10.866
H 10.063 -8.284 -11.964
H 10.706 -6.885 -10.013
H 11.474 -8.348 -9.833
H 9.874 -7.560 -7.691
H 9.366 -9.152 -8.436
O 9.199 -0.223 -3.293
S 9.333 -1.641 -3.492
O 10.662 -2.192 -3.711
C 8.476 -2.595 -2.136
C 6.984 -2.593 -2.544
C 7.005 -2.956 -4.061
C 8.143 -2.189 -4.813
H 8.709 -2.273 -1.121
H 8.715 -3.641 -2.329
H 6.491 -3.331 -1.911
H 6.466 -1.665 -2.302
H 6.026 -2.794 -4.511
H 7.220 -4.022 -3.987
H 7.692 -1.256 -5.151
H 8.753 -2.586 -5.625
O 5.731 -11.266 -11.107
S 5.735 -12.342 -10.092
O 5.111 -13.642 -10.387
C 7.496 -12.618 -9.532
C 7.665 -11.807 -8.219
C 6.269 -11.698 -7.421
C 5.243 -11.677 -8.507
H 8.214 -12.370 -10.314
H 7.523 -13.707 -9.493
H 8.353 -12.349 -7.568
H 8.041 -10.807 -8.436
H 6.213 -10.947 -6.632
H 6.017 -12.585 -6.840
H 4.977 -10.652 -8.768
H 4.239 -12.042 -8.287
*
```


(4)
Molecular formula: C4H7F
Method: DFT, ωB97M-V with the def2-TZVPD basis set

SMILES: C=C[C@@H](C)F
HOMO: -10.15 eV
E_LUMO: 0.0411 Eh

```
! RIJCOSX wB97M-V def2-TZVPD def2/J DEFGRID3
* xyz 0 1
C -2.040 0.199 -0.076
C -0.940 -0.505 -0.053
C 0.407 0.348 0.267
C 1.679 -0.342 -0.192
F 0.222 1.753 -0.180
H -2.987 -0.337 -0.351
H -1.959 1.279 0.098
H -0.826 -1.567 -0.175
H 0.397 0.483 1.297
H 1.781 -1.313 0.252
H 1.837 -0.304 -1.222
H 2.431 0.305 0.334
*
```


(5)
Molecular formula: C2HCl2F3O
Method: DFT, ωB97M-V with the def2-TZVPD basis set

SMILES: O=C(F)Cl.FC(F)Cl
HOMO: -11.82 eV
E_LUMO: 0.0178 Eh

```
! RIJCOSX wB97M-V def2-TZVPD def2/J DEFGRID3
* xyz 0 1
O -0.691 0.747 2.056
C -1.582 1.127 1.404
F -2.879 0.707 1.642
Cl -1.542 2.333 0.124
F 0.467 -0.106 -0.437
C 1.435 -0.896 -0.969
F 2.018 -1.582 -0.001
Cl 0.566 -1.999 -2.151
H 2.209 -0.331 -1.668
*
```


(6)
Molecular formula: C5H11O2
Method: DFT, ωB97M-V with the def2-TZVPD basis set

HOMO (alpha / beta): 4.13 / -1.32 eV
E_LUMO (alpha / beta): 0.2410 / 0.2363 Eh

```
! RIJCOSX wB97M-V def2-TZVPD def2/J DEFGRID3
* xyz -2 2
C -1.094 0.657 -0.324
C -1.446 1.777 -1.283
C -0.019 1.185 0.734
O 0.666 2.174 0.398
O 0.022 0.543 1.806
H -1.913 0.216 0.243
H -0.520 -0.144 -0.793
H -1.232 1.590 -2.339
H -1.024 2.746 -1.012
H -2.528 2.012 -1.252
C 0.432 -2.597 0.249
C 1.362 -2.851 -0.970
H -0.585 -2.507 -0.159
H 0.349 -3.504 0.843
H 0.598 -1.639 0.724
H 2.044 -2.012 -1.102
H 0.829 -3.049 -1.903
H 2.042 -3.692 -0.759
*
```


(7)
Molecular formula: C45H36AsF6N5O5PdS2
Method: DFT, ωB97M-V with the def2-TZVPD basis set

HOMO: -7.19 eV
E_LUMO: -0.0266 Eh

```
! RIJCOSX wB97M-V def2-TZVPD def2/J DEFGRID3
* xyz 0 1
Pd 0.130 -0.454 0.494
N 1.026 -4.371 -9.324
C 0.952 -3.919 -8.270
C 0.859 -3.356 -6.954
C -0.172 -2.473 -6.637
C -0.252 -1.930 -5.368
C 0.691 -2.265 -4.401
C 1.714 -3.154 -4.719
C 1.806 -3.695 -5.987
C 0.604 -1.690 -3.034
C 0.183 -2.554 -2.014
C -0.265 -3.892 -2.215
C -0.741 -4.340 -1.005
C -0.563 -3.276 -0.100
N -0.008 -2.223 -0.689
C 0.894 -0.331 -2.894
C 1.250 0.573 -3.944
C 1.394 1.802 -3.348
C 1.138 1.596 -1.967
N 0.854 0.333 -1.691
H -0.907 -2.220 -7.389
H -1.051 -1.248 -5.107
H 2.439 -3.418 -3.958
H 2.603 -4.382 -6.240
H -0.253 -4.425 -3.151
H -1.172 -5.302 -0.780
H -0.828 -3.254 0.948
H 1.364 0.330 -4.988
H 1.637 2.739 -3.825
H 1.179 2.338 -1.186
C -2.034 5.831 0.414
C -1.488 4.528 0.891
C -0.177 4.127 0.636
C 0.275 2.908 1.070
N -0.510 2.075 1.772
C -1.783 2.431 2.014
C -2.288 3.633 1.597
H -1.275 6.426 -0.089
H -2.442 6.405 1.247
H -2.850 5.636 -0.280
H 0.494 4.770 0.083
H 1.284 2.558 0.899
H -2.400 1.728 2.546
H -3.324 3.863 1.798
C 3.365 -5.842 -0.148
C 2.528 -5.687 0.949
C 2.140 -4.419 1.351
C 2.601 -3.303 0.665
C 3.439 -3.455 -0.431
C 3.818 -4.728 -0.838
As 2.084 -1.525 1.252
C 2.755 -1.505 3.074
C 2.249 -2.142 4.191
C 2.893 -1.994 5.415
C 4.035 -1.210 5.504
C 4.544 -0.573 4.380
C 3.908 -0.712 3.153
C 4.348 -0.102 1.880
C 5.444 0.735 1.716
C 5.755 1.230 0.457
C 4.980 0.899 -0.646
C 3.874 0.070 -0.496
C 3.566 -0.422 0.761
H 3.663 -6.832 -0.467
H 2.170 -6.555 1.487
H 1.475 -4.305 2.198
H 3.801 -2.587 -0.968
H 4.471 -4.844 -1.693
H 1.358 -2.755 4.119
H 2.507 -2.492 6.294
H 4.537 -1.097 6.456
H 5.441 0.027 4.466
H 6.061 1.003 2.565
H 6.611 1.881 0.335
H 5.228 1.289 -1.624
H 3.247 -0.170 -1.345
F -3.796 -1.798 0.702
C -4.055 -0.561 0.272
F -5.296 -0.519 -0.193
F -3.980 0.257 1.327
S -2.799 -0.115 -1.034
O -1.753 0.480 -0.189
O -2.538 -1.327 -1.730
N -3.496 0.871 -2.015
S -3.961 2.358 -1.769
O -3.829 2.815 -0.411
O -5.171 2.618 -2.478
C -2.707 3.319 -2.723
F -2.658 2.944 -3.990
F -1.491 3.195 -2.185
F -3.050 4.616 -2.676
C 1.439 1.618 3.931
O 1.355 1.002 2.654
C 0.074 0.736 2.163
C -0.824 0.051 3.178
H 1.045 0.975 4.721
H 0.918 2.582 3.950
H 2.498 1.782 4.116
H -0.273 -0.800 3.577
H -1.728 -0.326 2.700
H -1.101 0.704 4.012
*
```


(8)
Molecular formula: C5H10N2
Method: DFT, ωB97M-V with the def2-TZVPD basis set

HOMO: -8.30 eV
E_LUMO: 0.0365 Eh

```
! RIJCOSX wB97M-V def2-TZVPD def2/J DEFGRID3
* xyz 0 1
C 1.489 0.004 -0.157
C 0.632 -1.274 0.020
C -1.077 0.034 -0.949
C -0.590 1.083 0.029
C -0.913 -0.049 1.023
H 2.342 0.048 0.560
H 1.938 -0.017 -1.156
H 1.112 -1.926 -0.658
H 0.980 -1.837 0.970
H -2.228 0.388 -1.120
H -0.501 -0.048 -1.853
H -1.017 2.076 0.079
H -1.960 -0.132 1.523
H 0.025 -0.263 1.816
H 1.179 1.732 0.746
N -0.726 -1.095 -0.083
N 0.852 1.265 -0.016
*
```


no.,E (a.u.)
1,-345.51653
2,-3349.32396
3,-6688.63380
4,-256.41819
5,-1372.02624
6,-347.47872
7,-6145.56891
8,-305.89079